Entry 1:
{"formula": "C5H9O", "method": "ωB97M-V/def2-TZVPD", "total_charge": 1, "de_lowest_kcal_mol": 55.37, "species": ["C", "C", "C", "C", "C", "O", "H", "H", "H", "H", "H", "H", "H", "H", "H"], "coordinates": [[0.269, 0.944, 0.302], [1.898, -1.116, -2.229], [0.669, 0.443, -0.846], [-0.999, 0.724, 1.064], [-1.685, -0.697, 1.003], [0.849, -0.234, -1.913], [0.806, 1.866, 0.683], [-1.717, -1.054, -0.063], [2.091, -1.001, -3.263], [2.746, -0.903, -1.627], [-1.730, 1.544, 0.843], [1.687, -2.060, -1.836], [-0.757, 0.909, 2.107], [-0.942, -1.260, 1.557], [-2.711, -0.662, 1.609]]}


Entry 2:
{"formula": "CBr2O", "method": "ωB97M-V/def2-TZVPD", "de_lowest_kcal_mol": 12.87, "species": ["O", "C", "Br", "Br"], "coordinates": [[-1.183, 0.063, -0.784], [-0.067, 0.081, -0.156], [-0.051, 0.850, 1.629], [1.301, -0.994, -0.689]]}


Entry 3:
{"formula": "C31H50BrN5P2V", "method": "ωB97M-V/def2-TZVPD", "spin_multiplicity": 4, "total_charge": 2, "de_lowest_kcal_mol": 0.00, "species": ["C", "C", "C", "C", "N", "C", "C", "C", "C", "C", "C", "C", "C", "C", "V", "P", "H", "H", "H", "H", "H", "H", "H", "H", "C", "C", "H", "H", "H", "H", "H", "C", "C", "H", "H", "H", "H", "H", "C", "C", "H", "H", "H", "H", "H", "Br", "P", "C", "C", "H", "H", "H", "H", "H", "C", "C", "H", "H", "H", "H", "H", "C", "C", "H", "H", "H", "H", "H", "C", "N", "C", "N", "C", "N", "C", "N", "C", "C", "H", "H", "H", "H", "H", "H", "H", "H", "H", "H", "H", "H"], "coordinates": [[-6.232, -3.701, -0.467], [-6.158, -2.366, -0.930], [-7.355, -1.642, -1.063], [-8.572, -2.303, -0.874], [-8.592, -3.607, -0.576], [-7.490, -4.292, -0.310], [-4.889, -1.768, -1.245], [-4.057, -1.066, -2.015], [-2.871, -0.291, -2.134], [-2.473, 0.410, -0.915], [-1.154, 0.934, -0.781], [-0.261, 0.972, -1.880], [-0.734, 0.431, -3.118], [-2.014, -0.119, -3.259], [-3.353, -1.407, -0.290], [-0.626, 1.357, 2.859], [-7.355, -0.600, -1.386], [-5.329, -4.305, -0.328], [-9.519, -1.769, -0.991], [-7.575, -5.332, 0.016], [-2.354, -0.452, -4.244], [-3.293, 0.794, -0.255], [-0.091, 0.545, -3.980], [-0.881, 1.352, 0.191], [1.113, 1.962, 2.716], [1.406, 3.422, 3.031], [1.399, 1.733, 1.675], [1.713, 1.304, 3.362], [2.479, 3.597, 2.896], [0.882, 4.106, 2.353], [1.157, 3.688, 4.066], [-1.627, 2.814, 3.345], [-3.097, 2.448, 3.572], [-1.553, 3.543, 2.522], [-1.186, 3.284, 4.236], [-3.733, 3.300, 3.308], [-3.403, 1.588, 2.961], [-3.296, 2.211, 4.624], [-0.556, 0.431, 4.453], [-0.151, 1.217, 5.697], [0.151, -0.396, 4.282], [-1.550, -0.021, 4.593], [-0.200, 0.549, 6.565], [0.879, 1.594, 5.638], [-0.824, 2.057, 5.905], [1.461, 1.553, -1.709], [-2.747, 3.858, -2.421], [-2.025, 4.005, -0.755], [-1.675, 5.467, -0.412], [-1.136, 3.368, -0.696], [-2.774, 3.606, -0.056], [-1.637, 5.603, 0.676], [-0.692, 5.745, -0.821], [-2.423, 6.165, -0.822], [-1.366, 3.432, -3.548], [-1.076, 4.423, -4.690], [-1.612, 2.449, -3.970], [-0.468, 3.306, -2.921], [-0.105, 4.172, -5.144], [-1.837, 4.363, -5.481], [-1.024, 5.453, -4.317], [-4.124, 2.707, -2.626], [-5.362, 3.480, -3.109], [-4.299, 2.206, -1.668], [-3.834, 1.939, -3.349], [-6.156, 2.790, -3.408], [-5.755, 4.114, -2.311], [-5.128, 4.126, -3.960], [-1.846, -4.319, -0.172], [-1.825, -2.778, -0.166], [-0.923, -2.460, -1.322], [0.451, -3.004, -1.246], [0.350, -4.465, -1.219], [-0.486, -4.929, -0.080], [0.199, -4.429, 1.139], [0.279, -2.944, 1.190], [-1.104, -2.423, 1.121], [1.047, -2.478, 0.014], [-2.299, -4.648, -1.113], [-2.429, -4.651, 0.692], [-0.770, -1.386, -1.407], [-1.366, -2.847, -2.253], [1.353, -4.898, -1.102], [-0.099, -4.794, -2.166], [-0.352, -4.771, 2.025], [1.226, -4.821, 1.140], [-1.053, -1.332, 1.251], [-1.624, -2.899, 1.965], [2.076, -2.826, 0.105], [1.025, -1.381, -0.029]]}


Entry 4:
{"formula": "C24H46FN2O9S3", "method": "ωB97M-V/def2-TZVPD", "total_charge": 1, "de_lowest_kcal_mol": 0.00, "species": ["C", "C", "O", "N", "H", "H", "C", "H", "H", "H", "H", "H", "H", "C", "C", "O", "N", "H", "H", "C", "H", "H", "H", "H", "H", "H", "O", "H", "F", "C", "C", "C", "C", "C", "C", "H", "H", "H", "H", "H", "C", "C", "C", "S", "O", "O", "C", "H", "H", "H", "H", "H", "H", "H", "H", "C", "C", "C", "S", "O", "O", "C", "H", "H", "H", "H", "H", "H", "H", "H", "C", "C", "C", "S", "O", "O", "C", "H", "H", "H", "H", "H", "H", "H", "H"], "coordinates": [[23.412, 17.185, 25.581], [23.630, 15.762, 25.282], [24.813, 15.240, 25.198], [22.400, 14.873, 25.061], [22.007, 14.548, 26.011], [21.489, 15.414, 24.809], [22.544, 13.502, 24.416], [22.416, 17.639, 25.413], [24.146, 17.873, 24.973], [23.766, 17.456, 26.704], [23.006, 13.637, 23.418], [21.714, 12.899, 24.372], [23.079, 12.580, 24.924], [20.522, 19.345, 22.430], [19.872, 18.205, 21.755], [18.960, 18.454, 20.984], [20.522, 16.752, 21.949], [21.438, 16.964, 21.879], [20.361, 16.575, 22.871], [20.227, 15.742, 20.907], [21.238, 18.860, 23.043], [19.751, 19.837, 23.336], [20.602, 20.180, 21.679], [19.162, 15.487, 20.843], [20.759, 14.842, 21.309], [20.669, 16.118, 20.002], [20.284, 16.185, 24.360], [19.732, 15.492, 24.755], [28.564, 16.287, 27.792], [28.634, 16.516, 26.518], [27.500, 16.825, 25.779], [27.634, 16.953, 24.325], [28.921, 16.926, 23.749], [30.021, 16.559, 24.481], [29.896, 16.289, 25.885], [26.493, 16.967, 26.095], [26.636, 17.171, 23.953], [29.074, 16.963, 22.579], [30.905, 16.429, 23.740], [30.816, 16.073, 26.416], [19.840, 16.164, 30.245], [20.138, 17.109, 29.127], [19.389, 16.848, 28.078], [19.394, 15.029, 27.902], [20.649, 14.675, 27.338], [18.166, 14.579, 27.399], [19.590, 14.798, 29.656], [19.204, 16.806, 30.801], [20.775, 15.930, 30.818], [21.288, 16.862, 28.992], [19.933, 18.122, 29.428], [19.726, 17.272, 27.228], [18.561, 17.445, 28.219], [20.427, 13.952, 29.751], [18.529, 14.102, 29.802], [23.423, 10.654, 19.391], [23.768, 12.052, 18.904], [23.238, 12.881, 19.845], [21.645, 12.329, 20.273], [20.716, 12.832, 19.412], [21.459, 12.546, 21.721], [21.899, 10.612, 19.957], [23.988, 10.253, 20.124], [23.429, 9.968, 18.537], [23.438, 11.975, 17.817], [24.849, 12.280, 18.869], [23.020, 13.910, 19.707], [23.634, 12.880, 20.673], [21.208, 10.278, 19.262], [21.870, 9.910, 21.003], [25.173, 12.503, 28.790], [26.099, 13.668, 28.678], [25.636, 14.731, 29.417], [23.875, 14.698, 29.183], [23.484, 15.498, 28.181], [23.166, 14.750, 30.458], [23.783, 13.025, 28.525], [25.101, 12.122, 30.002], [25.511, 11.728, 28.194], [26.341, 13.920, 27.675], [26.977, 13.359, 28.889], [26.015, 15.770, 29.202], [25.726, 14.525, 30.376], [23.524, 13.155, 27.509], [22.837, 12.466, 28.861]]}


Number 2 is which compound? CBr2O